Entry 1:
C38H39N5O4S3Tc as an isolated structure at a distorted geometry, computed with the ωB97M-V functional and the def2-TZVPD basis.

Structure (XYZ):
```
90
Properties=species:S:1:pos:R:3
Tc -0.251 1.237 -0.042
C 4.239 3.327 0.518
C 3.394 2.143 0.077
C 4.007 0.782 0.403
C 2.069 2.395 0.746
C 0.954 2.840 -0.044
C -0.240 3.249 0.643
C -0.304 3.296 2.039
C -1.459 3.951 2.730
C 0.739 2.759 2.762
C 1.892 2.265 2.119
H 5.193 3.360 -0.032
H 4.506 3.271 1.606
H 3.666 4.279 0.332
H 3.237 2.165 -1.014
H 4.256 0.696 1.510
H 4.911 0.655 -0.202
H 3.295 -0.052 0.140
H 1.060 3.132 -1.077
H -0.904 3.857 0.033
H -2.386 3.903 2.135
H -1.227 5.020 2.903
H -1.644 3.459 3.717
H 0.714 2.805 3.851
H 2.675 1.966 2.788
S 1.274 1.255 -7.100
C 3.033 1.285 -7.283
C 3.687 1.365 -6.074
C 2.738 1.356 -5.034
C 1.399 1.269 -5.376
C 0.276 1.321 -4.389
C 0.505 1.087 -3.060
N -0.483 1.233 -2.100
C -1.775 1.450 -2.513
C -2.117 1.560 -3.858
C -3.515 1.621 -4.175
C -4.468 1.622 -3.184
C -4.160 1.500 -1.781
C -5.082 1.445 -0.723
C -4.613 1.343 0.597
C -3.243 1.218 0.817
N -2.310 1.237 -0.196
C -2.775 1.414 -1.468
C -5.547 1.283 1.727
C -5.220 1.349 3.087
C -6.322 1.334 3.944
C -7.524 1.364 3.229
S -7.261 1.317 1.547
C -1.040 1.547 -4.793
H 3.568 1.273 -8.236
H 4.763 1.343 -5.886
H 3.053 1.480 -3.987
H 1.458 0.740 -2.673
H -3.808 1.606 -5.226
H -5.523 1.622 -3.490
H -6.161 1.436 -0.899
H -2.808 1.086 1.804
H -4.202 1.306 3.462
H -6.228 1.273 5.050
H -8.538 1.454 3.665
H -1.241 1.804 -5.827
C 4.021 -6.315 4.120
C 3.358 -5.356 3.132
S 2.417 -6.131 1.822
O 1.347 -6.844 2.443
O 3.371 -6.819 1.040
C 1.751 -4.837 0.770
C 0.463 -4.209 1.322
N 0.036 -2.945 0.631
C 0.262 -1.679 1.039
N -0.252 -0.829 0.133
C -0.833 -1.520 -0.854
C -0.659 -2.840 -0.566
N -1.155 -3.888 -1.439
O -1.758 -3.459 -2.431
O -0.897 -5.084 -1.179
C 0.903 -1.238 2.282
H 4.721 -5.828 4.813
H 4.543 -7.106 3.575
H 3.271 -6.841 4.741
H 4.179 -4.818 2.619
H 2.730 -4.667 3.731
H 1.473 -5.327 -0.179
H 2.512 -4.055 0.585
H 0.567 -3.975 2.421
H -0.403 -4.909 1.194
H -1.303 -1.153 -1.768
H 1.653 -0.485 1.974
H 1.383 -2.064 2.882
H 0.119 -0.740 2.905
```

Summary:
- Charge: +4
- Multiplicity: 4
- Lowest unoccupied orbital energy (spin up / spin down): -11.89 / -14.13 eV
- Orbital gap (spin up / spin down): 5.5 / 3.3 eV

Entry 2:
C19H42P2SiTi as an isolated structure at a distorted geometry, computed with the ωB97M-V functional and the def2-TZVPD basis.

Structure (XYZ):
```
65
Properties=species:S:1:pos:R:3
P -0.269 -1.418 -5.575
P 0.266 1.783 -5.465
C -0.403 -0.421 -7.135
C 0.384 0.884 -7.093
H -1.472 -0.239 -7.318
H -0.043 -1.068 -7.940
H 1.452 0.715 -7.293
H 0.021 1.586 -7.852
C -1.395 2.491 -5.857
H -1.675 3.231 -5.099
H -2.172 1.717 -5.909
H -1.314 2.982 -6.834
C 1.246 3.264 -5.915
H 0.813 3.711 -6.822
H 2.290 2.981 -6.098
H 1.201 3.986 -5.090
C -1.157 -2.924 -6.117
H -1.029 -3.704 -5.357
H -0.728 -3.262 -7.072
H -2.224 -2.704 -6.243
C 1.425 -2.022 -5.991
H 2.166 -1.213 -6.008
H 1.364 -2.473 -6.988
H 1.741 -2.784 -5.271
Ti -0.110 0.103 -0.555
C 0.644 1.776 -2.119
C -0.743 1.663 -2.246
C -1.561 0.795 -3.148
C -1.960 -0.651 -2.741
C -0.886 -1.518 -2.174
C 0.508 -1.395 -2.274
C 1.272 -0.468 -3.155
C 1.738 0.912 -2.644
C 0.340 -1.476 0.752
H 0.992 2.690 -1.638
H -1.308 2.494 -1.814
H -1.054 0.698 -4.141
H -2.497 1.346 -3.374
H -2.839 -0.602 -2.069
H -2.354 -1.145 -3.652
H -1.252 -2.447 -1.740
H 1.071 -2.238 -1.886
H 0.637 -0.237 -4.043
H 2.147 -1.019 -3.551
H 2.584 0.798 -1.944
H 2.188 1.441 -3.518
H 1.145 -1.163 1.439
H 0.633 -2.371 0.190
H -0.575 -1.679 1.332
C -2.563 1.398 2.237
Si -0.723 1.523 2.571
C -0.406 3.131 3.491
C -0.233 0.162 3.768
C 0.245 1.522 0.941
H -3.116 1.579 3.172
H -2.847 0.406 1.862
H -2.884 2.149 1.503
H -1.057 3.208 4.374
H 0.632 3.190 3.843
H -0.600 4.006 2.858
H -0.246 -0.835 3.316
H 0.774 0.342 4.167
H -0.926 0.157 4.622
H 0.178 2.502 0.417
H 1.332 1.366 1.116
```

Summary:
- Multiplicity: 3
- Relative energy (zero: lowest compared OMol25 entry of this formula, charge and spin): 0.00 kJ/mol
- Lowest unoccupied orbital energy (spin up / spin down): 0.42 / 0.28 eV
- Orbital gap (spin up / spin down): 7.0 / 8.0 eV

Entry 3:
C3H5FS in the gas phase at a distorted geometry, computed with the ωB97M-V functional and the def2-TZVPD basis.

Structure (XYZ):
```
10
Properties=species:S:1:pos:R:3
C -0.285 -0.469 -1.877
S -1.084 0.046 -0.202
C 0.179 0.267 0.732
C 0.198 0.697 2.032
F -0.765 0.710 2.892
H 0.246 0.400 -2.457
H 0.244 -1.319 -1.598
H -1.072 -1.252 -2.592
H 1.171 0.060 0.630
H 1.168 0.861 2.440
```

Summary:
- Multiplicity: 1
- Relative energy (zero: lowest compared OMol25 entry of this formula, charge and spin): 253.21 kJ/mol
- Structure (SMILES): CS/C=C\F
- Lowest unoccupied orbital energy: 0.85 eV
- Orbital gap: 8.7 eV

Entry 4:
C11H8CdNO5 as an isolated structure at a distorted geometry, computed with the ωB97M-V functional and the def2-TZVPD basis.

Structure (XYZ):
```
26
Properties=species:S:1:pos:R:3
O -1.318 -3.354 -2.006
C -0.619 -2.454 -1.998
Cd 0.594 -0.414 -1.966
O 3.028 -2.081 0.123
C 2.338 -1.614 -0.659
C 2.075 1.446 -2.086
O 2.738 2.370 -2.115
C -0.786 0.635 -3.461
O -0.509 1.679 -3.929
C 1.701 -1.209 -3.958
O 2.157 -1.571 -4.952
H -1.648 -0.128 -3.526
C -1.199 0.766 4.095
C -0.855 0.564 2.648
C 0.385 1.067 2.185
C 0.724 0.823 0.870
N -0.134 0.183 0.031
C -1.308 -0.329 0.486
C -1.719 -0.144 1.784
H -0.410 0.308 4.706
H -1.234 1.841 4.304
H -2.168 0.296 4.285
H 1.072 1.642 2.845
H 1.673 1.115 0.426
H -1.871 -0.895 -0.257
H -2.707 -0.543 2.126
```

Summary:
- Charge: +1
- Multiplicity: 1
- Lowest unoccupied orbital energy: -3.87 eV
- Orbital gap: 6.1 eV